The following is a quantum chemistry calculation of a structure of composition C17H40CrF3N8O11S in a non-equilibrium geometry, from OMol25.

Calculated values
Net charge: +1
Highest occupied orbital energy (alpha / beta) in eV: -11.014 / -11.020
E_tot in eV: -100131.1461
Orbital gap (alpha / beta) in eV: 9.13 / 9.12
Multiplicity: 5

Each line ends with the Mulliken spin population.
Element x y z (Å)
Cr 9.1689 10.9466 12.1486  3.825
C 9.7387 14.7275 11.5555  0.009
F 10.6919 15.4923 12.0150  0.001
F 8.6651 14.8178 12.3527  0.002
F 9.3423 15.1258 10.3651  0.000
S 10.5327 12.9764 11.2687  -0.019
O 10.4366 12.4980 12.6502  0.033
O 9.6033 12.2132 10.4272  0.018
O 11.8856 12.9586 10.7378  0.000
O 9.3257 10.4515 14.1532  0.000
C 9.0553 11.1551 15.1251  -0.010
N 9.7111 11.1017 16.2609  0.008
C 8.1180 12.3714 14.9510  0.013
H 10.5289 10.5440 16.4298  -0.001
H 9.4683 11.7763 16.9754  -0.001
H 7.2709 12.1013 14.3849  0.007
H 8.7733 13.0707 14.4252  0.001
H 7.9359 12.9582 15.8715  0.002
O 16.2578 15.1912 11.1072  0.000
C 16.0809 15.6220 9.9470  0.000
N 15.2733 16.7011 9.7893  0.000
C 16.6912 14.9955 8.6546  0.000
H 14.8055 17.0997 10.6855  0.000
H 15.2878 17.2666 8.9903  0.000
H 17.6930 15.3585 8.4852  0.000
H 16.1402 15.2746 7.7406  0.000
H 16.8237 13.9827 8.7870  0.000
O 7.1222 10.7510 11.8083  0.018
C 6.3687 10.0503 11.0292  0.017
N 5.1018 10.4911 10.8354  0.007
C 6.8173 8.7241 10.5306  0.009
H 4.7775 11.3077 11.2386  0.000
H 4.5409 9.9356 10.2120  -0.001
H 6.2727 8.5563 9.5791  0.001
H 6.4898 7.9240 11.1989  0.000
H 7.8958 8.6705 10.4428  -0.001
O 11.3308 7.9599 8.0502  -0.001
C 11.4553 7.6342 6.8565  0.000
N 11.5764 8.6963 5.9682  0.000
C 11.4755 6.2663 6.2180  0.000
H 11.9892 8.7735 5.0423  0.000
H 11.4019 9.6169 6.4002  0.000
H 11.5907 6.5260 5.1662  0.000
H 10.4892 5.8498 6.3058  0.000
H 12.1531 5.5184 6.6548  0.000
O 10.0768 9.1683 11.2293  0.035
C 10.8109 8.1699 11.3157  0.017
N 11.9505 8.0683 10.6073  0.006
C 10.3622 7.0174 12.1717  0.003
H 12.0213 8.7743 9.8614  -0.002
H 12.2869 7.1138 10.3781  0.000
H 10.2863 7.1935 13.2608  0.000
H 11.0265 6.1827 12.0166  0.000
H 9.3192 6.7121 11.8732  0.000
O 13.9440 11.2655 13.6506  0.000
C 14.7424 12.0619 13.0932  0.000
N 14.6621 12.5200 11.8141  0.000
C 15.8017 12.7500 13.9565  0.000
H 15.1454 13.3307 11.4872  0.000
H 13.8720 12.2765 11.2636  0.000
H 16.6963 12.7961 13.2471  0.000
H 16.0867 12.0711 14.7829  0.000
H 15.3937 13.6877 14.3996  0.000
O 14.0159 17.9241 12.9695  0.000
C 14.7875 17.5749 13.8586  0.000
N 15.5806 16.4361 13.7640  0.000
C 14.9636 18.3135 15.1509  0.000
H 16.0926 16.0167 14.5121  0.000
H 15.6957 16.0084 12.8308  0.000
H 14.0710 18.9216 15.3418  0.000
H 15.8103 18.9379 15.2097  0.000
H 15.1446 17.5245 15.8964  0.000
O 12.0805 10.1107 16.8949  0.000
C 12.6234 9.4405 16.0397  0.000
N 13.9579 9.1501 16.1784  0.000
C 11.8421 8.7834 14.9202  0.002
H 14.5455 8.9832 15.4004  0.000
H 14.4182 9.5349 17.0230  0.000
H 10.7496 8.9304 15.0088  0.003
H 12.1538 7.7386 14.7252  0.000
H 11.9976 9.3946 14.0465  0.002